1.
Computed, not measured: a molecular structure, C35H15F15GeN2O6STi, with ωB97M-V/def2-TZVPD.

For the total energy, the calculation gives -6726.59302 hartree. The multiplicity is 2. Its expectation value of S² is 0.7525. The total charge is -1.

Each line ends with the Mulliken spin population.
CARTESIAN COORDINATES (ANGSTROEM)
Ti1 -0.9835 -0.8525 1.1252  0.9693
O1 -2.8559 2.7974 1.7384  0.0010
C1 -2.7154 1.5841 1.7157  -0.0142
O2 -1.5980 0.9548 1.8525  0.0046
C2 -3.9372 0.7308 1.3632  0.0211
C3 -3.7369 0.2934 -0.1064  0.0021
C4 -5.0625 -0.1302 -0.7325  -0.0005
C5 -5.3208 -1.4736 -0.0076  0.0018
C6 -4.0719 -1.6061 0.8670  -0.0003
O3 -3.0548 -0.9713 0.0529  0.0145
C7 -4.1229 -0.6529 2.0687  -0.0010
C8 -3.0360 -1.0211 3.0914  0.0006
O4 -3.1871 -0.7522 4.2610  -0.0018
O5 -2.0214 -1.6883 2.5865  -0.0067
H1 -4.8156 1.3625 1.4713  0.0005
H2 -3.1185 0.9611 -0.7020  -0.0029
H3 -5.8406 0.6117 -0.5591  -0.0001
H4 -4.9490 -0.2717 -1.8069  0.0000
H5 -6.2306 -1.4726 0.5918  -0.0001
H6 -5.3775 -2.2994 -0.7164  0.0000
H7 -3.7577 -2.6187 1.0994  -0.0030
H8 -5.0790 -0.6865 2.5888  -0.0005
O6 -0.4508 -0.2088 -0.6477  -0.0092
C9 -0.8157 -0.6154 -1.8442  0.0076
C10 -1.0193 0.3268 -2.8674  -0.0043
C11 -1.3997 -0.0645 -4.1341  0.0024
C12 -1.5887 -1.4141 -4.4328  -0.0011
C13 -1.3823 -2.3514 -3.4419  0.0028
C14 -0.9912 -1.9808 -2.1531  0.0185
C15 -0.7457 -2.9894 -1.1329  -0.0080
N1 -0.7298 -2.8113 0.1769  -0.0185
C16 -0.4294 -4.0211 0.7548  0.0186
C17 -0.2598 -4.9521 -0.2173  -0.0018
N2 -0.4683 -4.2873 -1.4062  0.0029
H9 -0.8674 1.3706 -2.6275  0.0002
H10 -1.5535 0.6873 -4.8981  0.0001
H11 -1.8997 -1.7224 -5.4218  0.0000
H12 -1.5565 -3.3991 -3.6637  0.0003
H13 -0.3502 -4.1196 1.8235  0.0018
H14 -0.0053 -5.9950 -0.1785  -0.0001
H15 -0.3207 -4.6581 -2.3269  -0.0003
F1 3.6455 2.3040 -1.0234  0.0003
C18 3.3917 1.0952 -1.5498  0.0014
C19 2.7680 0.1329 -0.7761  -0.0034
C20 2.5557 -1.0940 -1.3805  0.0029
F2 2.0131 -2.1120 -0.7166  0.0032
C21 2.8963 -1.3353 -2.7007  -0.0002
F3 2.6614 -2.5280 -3.2610  0.0000
C22 3.4980 -0.3403 -3.4447  0.0000
F4 3.8326 -0.5642 -4.7149  0.0000
C23 3.7569 0.8876 -2.8658  0.0000
F5 4.3450 1.8473 -3.5862  0.0000
Ge1 2.2347 0.6151 1.0818  0.0019
S1 1.2364 -0.8884 2.2467  -0.0084
C24 4.0246 0.9947 1.8651  0.0081
C25 4.9049 -0.0691 1.9901  -0.0026
F6 4.5510 -1.2852 1.5555  -0.0005
C26 6.1721 0.0627 2.5274  0.0004
F7 6.9945 -0.9861 2.6289  0.0000
C27 6.5946 1.3080 2.9516  0.0004
F8 7.8128 1.4592 3.4716  0.0000
C28 5.7568 2.3976 2.8219  0.0001
F9 6.1776 3.6032 3.2172  0.0000
C29 4.4948 2.2285 2.2782  -0.0019
F10 3.7505 3.3298 2.1469  -0.0002
C30 1.2025 2.2852 1.0006  -0.0103
C31 0.8686 2.8714 2.2113  0.0078
F11 1.3944 2.3852 3.3430  0.0013
C32 0.0119 3.9461 2.3109  0.0001
F12 -0.2871 4.4855 3.4936  0.0001
C33 -0.5618 4.4533 1.1613  -0.0005
F13 -1.4010 5.4814 1.2304  0.0000
C34 -0.2593 3.8928 -0.0614  0.0006
F14 -0.8234 4.3813 -1.1762  0.0000
C35 0.6188 2.8272 -0.1280  0.0031
F15 0.8735 2.3343 -1.3526  0.0005


2.
Computed, not measured: a molecular structure, C35H16Cl5F9NO3PSn at a distorted geometry, with ωB97M-V/def2-TZVPD.

For the total energy, the calculation gives -5379.28712 hartree. The multiplicity is 1.

Each line ends with the Mulliken charge.
CARTESIAN COORDINATES (ANGSTROEM)
Sn1 0.8020 -1.8556 0.5342  0.8826
Cl1 6.4089 -2.6829 5.0388  -0.1794
C1 4.8068 -2.8812 4.4981  0.2623
C2 4.5263 -3.5024 3.2710  -0.0356
Cl2 5.6141 -4.6157 2.5977  -0.1743
C3 3.3028 -3.1449 2.6497  0.5981
Cl3 2.9484 -3.8128 1.1010  -0.1694
C4 2.3822 -2.1889 3.2052  -0.3987
O1 1.2695 -1.9161 2.6079  -0.6942
C5 2.5888 -1.8713 4.5795  0.0824
Cl4 1.3627 -0.9279 5.3474  -0.1661
C6 3.7116 -2.4143 5.2679  0.2984
Cl5 3.6964 -2.3726 6.9782  -0.1713
O2 -1.0505 -4.1672 -1.0609  -0.6606
C7 -1.7801 -3.4764 -0.3702  -0.1132
N1 -1.2314 -2.5640 0.5507  0.0134
C8 -2.1783 -1.7675 1.0932  0.2702
O3 -1.8576 -0.8156 1.8058  -0.6355
C9 -3.5210 -2.2768 0.5928  0.3425
C10 -4.8058 -1.8456 0.8627  -0.3321
C11 -5.9019 -2.4456 0.2562  -0.5938
C12 -5.6820 -3.4938 -0.6714  -0.3602
C13 -4.3722 -3.8770 -0.9219  -0.2269
C14 -3.2854 -3.2812 -0.3293  0.3202
H1 -4.9586 -1.2056 1.7440  0.4316
H2 -6.9212 -2.1229 0.4534  0.4291
H3 -6.4372 -3.9721 -1.3613  0.3267
H4 -4.2185 -4.6256 -1.6780  0.4448
F1 1.7667 6.5707 2.4342  -0.2721
C15 1.2977 5.5214 3.1979  0.7663
F2 2.2709 5.1662 4.1169  -0.2453
F3 0.1905 6.0415 3.8957  -0.2483
C16 0.9559 4.3269 2.3055  0.1612
C17 0.9523 3.0556 2.8964  -0.9032
C18 0.7327 1.9601 2.0924  -0.0207
C19 0.6636 2.0736 0.6819  0.4063
C20 0.5190 3.3786 0.1093  -0.4443
C21 0.8019 4.4660 0.9040  -1.1317
P1 0.5080 0.6878 -0.3298  0.6422
C22 1.6669 0.9929 -1.6926  0.7760
C23 1.3114 1.6382 -2.8685  0.1043
C24 2.2044 1.7470 -3.8978  -0.8907
C25 3.4598 1.2286 -3.7628  0.0335
C26 3.8562 0.6805 -2.4946  -0.9996
C27 2.9873 0.6542 -1.4250  -0.9653
C28 4.5061 1.2634 -4.9108  0.7541
F4 5.7592 1.5410 -4.4612  -0.2494
F5 4.5686 0.1087 -5.6616  -0.2496
F6 4.2001 2.2363 -5.8284  -0.2736
C29 -0.9937 0.5304 -1.1711  0.8234
C30 -1.2344 -0.3915 -2.1600  -0.0242
C31 -2.4831 -0.6042 -2.7246  -0.8336
C32 -3.5547 0.1139 -2.2306  0.5130
C33 -3.3274 1.1456 -1.2851  -1.3346
C34 -2.0998 1.3089 -0.6900  -1.2225
C35 -4.9392 -0.0012 -2.8626  0.6449
F7 -5.9045 0.1382 -1.8711  -0.2496
F8 -5.2064 0.7570 -3.9093  -0.2385
F9 -5.1823 -1.3372 -3.3187  -0.2770
H5 1.0846 2.9399 3.9869  0.4128
H6 0.8104 0.9458 2.5692  0.2760
H7 0.4029 3.5675 -0.9357  0.4531
H8 0.9315 5.4522 0.5306  0.5282
H9 0.2851 1.8453 -3.0438  0.5772
H10 1.9644 2.3520 -4.7559  0.4720
H11 4.8762 0.3400 -2.4826  0.4390
H12 3.3557 0.3290 -0.4837  0.6618
H13 -0.4414 -1.0473 -2.6022  0.3130
H14 -2.5585 -1.3921 -3.4598  0.4550
H15 -4.1457 1.8056 -1.1702  0.5492
H16 -2.0376 1.9865 0.1266  0.5199